[1]
Entry from OMol25: a cluster of 3 separate species, C3H9N2O2S in total (ωB97M-V with the def2-TZVPD basis set).

XYZ file:
```
17
Properties=species:S:1:pos:R:3:forces:R:3
N -0.0324 1.7769 -0.1032 -0.496 -2.515 0.432
C -1.0922 1.0155 -0.6464 -0.215 2.233 -1.472
C -1.3493 -0.2647 0.2126 -0.785 -3.391 0.483
S -2.5199 -1.3590 -0.5418 0.969 1.106 0.607
C 2.7924 -0.8498 -0.4784 -0.619 -0.840 -0.838
N 3.6947 -1.6209 0.0653 -0.468 -0.226 0.802
O 2.5543 0.3866 -0.5121 -0.017 0.544 0.838
H 0.8158 1.2350 -0.3218 0.974 0.504 -0.231
H -2.0409 1.5566 -0.6852 0.071 -0.025 0.282
H -0.8615 0.6933 -1.6620 0.154 -0.094 0.094
H -1.7248 0.0785 1.1950 0.030 0.925 0.026
H -0.4339 -0.8248 0.4321 0.072 0.326 -0.271
H 2.0619 -1.4517 -1.0812 0.300 -0.017 -0.276
H 4.0990 -1.2334 0.9201 0.378 0.616 -0.506
H -0.5428 1.9361 3.0057 -0.010 -0.327 -0.254
H -0.2054 1.7420 0.9669 -0.315 1.244 0.314
O -1.0924 1.7649 2.2260 -0.021 -0.063 -0.030
```
Forces are in eV/Å.

Relative energy (zero: lowest compared OMol25 entry of this formula, charge and spin): 714.2 kJ/mol
Highest occupied orbital energy: -4.16 eV
Total charge: -1
Frontier orbital gap: 3.04 eV
Maximum force: 0.068 Eh/bohr

Partial atomic charges computed with the natural (NBO) method, in multiples of e: -0.603 -0.218 -0.597 0.069 0.455 -0.875 -0.790 0.417 0.203 0.204 0.335 0.236 0.033 0.309 0.436 0.425 -1.040

[2]
Entry from OMol25: a structure of composition C41H36FIrN4O5S5 (ωB97M-V with the def2-TZVPD basis set).

XYZ file:
```
93
Properties=species:S:1:pos:R:3:forces:R:3
Ir -0.7413 0.0965 1.3794 -0.241 -0.183 -0.141
O -3.6172 -3.4198 6.4494 0.002 -0.010 -0.009
C -3.1272 -2.8385 5.5154 -0.007 0.029 0.021
S -1.4838 -3.1351 4.9208 0.003 -0.020 -0.021
C -1.5093 -1.9397 3.6406 -0.019 -0.019 -0.004
C -2.6338 -1.2287 3.4927 0.023 -0.018 -0.017
S -2.8623 -0.0154 2.2514 -0.022 0.083 0.008
S -3.9487 -1.5691 4.5977 -0.003 -0.007 -0.003
S -0.0950 -1.7418 2.6290 0.002 0.017 0.080
F 4.0359 -3.2911 -1.4558 -0.010 -0.036 0.025
C 3.3204 -2.2716 -2.0088 -0.006 0.064 0.020
C 2.8113 -1.3202 -1.1751 0.004 0.009 -0.014
C 2.0124 -0.2945 -1.6841 0.023 0.013 0.019
C 1.1926 0.4939 -0.7554 -0.045 -0.024 -0.170
O 1.2246 0.1982 0.4581 0.133 0.193 0.081
C 0.3428 1.4692 -1.3641 0.062 0.067 0.029
C 0.3534 1.5960 -2.7179 -0.058 -0.072 -0.050
N 1.0093 0.7834 -3.5766 0.076 0.087 0.064
C 0.8224 0.9273 -5.0009 -0.045 -0.043 -0.049
C -0.5407 1.2610 -5.5195 0.012 0.007 -0.021
C 0.0160 -0.1153 -5.7270 -0.020 0.048 0.082
C 1.8279 -0.2105 -3.0677 -0.035 -0.002 -0.002
C 2.4009 -1.1736 -3.9053 -0.028 0.009 0.012
C 3.0842 -2.2618 -3.3931 0.012 -0.026 -0.063
N 3.4524 -3.2978 -4.2950 -0.012 -0.042 0.048
C 2.3835 -3.8619 -5.1076 0.015 0.085 -0.011
C 1.6769 -5.0086 -4.4023 -0.003 0.044 -0.025
N 2.7029 -6.0680 -4.0820 -0.003 -0.013 -0.001
C 3.8283 -5.5202 -3.2416 -0.022 0.017 0.003
C 4.4302 -4.3076 -3.9479 0.010 0.041 0.003
C -0.6657 2.3690 -0.6563 0.119 -0.043 -0.190
O -0.9754 3.4137 -1.2221 0.025 -0.022 0.097
O -1.1595 1.9512 0.4417 -0.078 -0.064 0.138
H 2.9457 -1.3984 -0.1037 -0.013 -0.021 -0.001
H -0.2569 2.3731 -3.1562 0.018 -0.002 -0.020
H 1.6744 1.3577 -5.5139 0.007 0.001 0.010
H -0.5942 1.9365 -6.3605 0.004 0.015 0.006
H -1.3437 1.3609 -4.8033 -0.008 0.001 0.001
H 0.3382 -0.4053 -6.7180 -0.008 -0.020 0.005
H -0.4147 -0.9054 -5.1238 0.109 0.115 -0.135
H 2.2677 -1.1005 -4.9733 -0.032 -0.013 -0.015
H 2.8061 -4.2167 -6.0553 0.009 0.003 -0.002
H 1.6390 -3.1100 -5.3505 -0.067 -0.020 0.008
H 0.8933 -5.4593 -5.0072 -0.017 0.030 -0.039
H 1.2530 -4.6860 -3.4543 -0.034 0.012 0.033
H 3.0817 -6.4312 -4.9589 -0.001 -0.010 0.001
H 2.2593 -6.8519 -3.6038 -0.001 0.010 0.008
H 4.5569 -6.3177 -3.1034 0.008 0.003 -0.001
H 3.3945 -5.2504 -2.2821 0.006 -0.002 -0.003
H 4.9083 -4.6421 -4.8771 -0.001 -0.003 -0.006
H 5.2108 -3.8902 -3.3201 0.011 -0.008 -0.004
O -0.1869 1.2759 3.1681 0.228 -0.127 -0.141
S -0.0235 2.7767 3.2187 -0.120 0.023 -0.047
C 0.4240 3.0073 4.9691 -0.052 0.054 0.020
C -0.4883 2.2725 5.9051 0.038 0.009 0.020
C -1.4035 2.9694 6.6891 -0.003 -0.015 0.001
C -2.2851 2.2920 7.5196 0.008 -0.005 -0.007
C -2.2583 0.9062 7.5712 -0.002 0.009 0.007
C -1.3397 0.2043 6.8031 0.001 -0.005 0.000
C -0.4567 0.8799 5.9752 -0.014 -0.012 0.016
C -1.7074 3.4484 3.1840 0.001 0.016 0.014
C -1.6807 4.9221 2.9014 0.013 -0.009 0.021
C -1.6089 5.8546 3.9328 -0.068 0.003 0.000
C -1.5561 7.2133 3.6566 -0.002 0.008 -0.013
C -1.5709 7.6527 2.3405 0.001 0.003 0.017
C -1.6405 6.7281 1.3076 0.009 -0.017 -0.013
C -1.6945 5.3695 1.5825 0.088 0.027 -0.040
H 0.4460 4.0833 5.1512 -0.015 -0.004 -0.003
H 1.4465 2.6295 5.0096 0.001 -0.004 0.004
H -1.4253 4.0527 6.6550 0.004 0.006 -0.001
H -2.9933 2.8474 8.1212 0.000 0.000 0.001
H -2.9516 0.3710 8.2071 -0.004 -0.001 -0.002
H -1.3134 -0.8777 6.8388 -0.004 0.020 -0.002
H 0.2383 0.3236 5.3600 -0.004 0.002 0.013
H -2.2156 3.1788 4.1101 0.042 -0.018 0.009
H -2.1451 2.8819 2.3620 -0.043 0.050 0.022
H -1.6199 5.5181 4.9626 0.004 -0.015 0.002
H -1.5098 7.9275 4.4689 0.001 0.001 0.000
H -1.5302 8.7122 2.1220 -0.003 -0.001 -0.001
H -1.6496 7.0611 0.2775 -0.004 0.003 0.003
H -1.7289 4.6538 0.7680 -0.019 -0.018 0.003
N -1.1525 -3.3406 -5.0875 0.079 -0.101 -0.049
C -1.3191 -2.8582 -4.0519 -0.021 -0.136 0.215
C -1.3797 -2.2866 -2.7428 -0.034 -0.058 -0.058
C -0.3992 -2.6647 -1.8211 -0.049 0.038 -0.016
C -0.3308 -2.0456 -0.5965 -0.002 -0.237 0.118
C -1.2013 -1.0041 -0.2164 -0.012 -0.084 0.168
C -2.2589 -0.7449 -1.1083 0.091 0.185 -0.071
C -2.3399 -1.3487 -2.3537 0.004 0.103 -0.023
H 0.3183 -3.4356 -2.0804 0.019 0.007 0.010
H 0.4306 -2.3666 0.1024 0.033 0.050 -0.013
H -2.9959 0.0038 -0.8454 -0.027 -0.006 0.032
H -3.1308 -1.0760 -3.0416 -0.020 -0.004 -0.001
```
Forces are in eV/Å.

Relative energy (zero: lowest compared OMol25 entry of this formula, charge and spin): 29.3 kJ/mol
Highest occupied orbital energy: -5.43 eV
Total charge: 0
Frontier orbital gap: 3.89 eV
Maximum force: 0.006 Eh/bohr

Partial atomic charges computed with the Löwdin method, in multiples of e: 0.890 -0.080 -1.040 0.934 -1.124 -1.113 0.575 0.949 0.552 0.042 -0.181 0.082 -0.053 -0.301 -0.105 -0.017 0.051 0.025 -0.250 -0.073 -0.091 -0.111 0.067 -0.142 -0.075 -0.134 -0.086 0.062 -0.082 -0.141 -0.584 0.033 -0.183 0.150 0.145 0.154 0.109 0.109 0.109 0.068 0.118 0.137 0.107 0.132 0.114 0.179 0.183 0.138 0.129 0.133 0.136 -0.680 1.018 -0.262 -0.279 -0.061 -0.081 -0.077 -0.065 -0.027 -0.268 -0.268 -0.051 -0.088 -0.096 -0.071 -0.021 0.091 0.098 0.097 0.101 0.106 0.087 0.111 0.103 0.058 0.092 0.100 0.098 0.105 0.098 0.144 -0.208 -0.258 -0.052 -0.135 -0.335 -0.086 -0.034 0.088 0.055 0.096 0.115

[3]
Entry from OMol25: a cluster of 2 separate species, C9H11NO4 in total (ωB97M-V with the def2-TZVPD basis set).

XYZ file:
```
25
Properties=species:S:1:pos:R:3:forces:R:3
C -3.1748 -0.2428 0.2062 -0.381 1.016 -0.775
C -2.4333 -0.8074 -0.8601 -1.874 1.222 2.223
C -2.6558 -0.0389 1.4920 0.165 -1.819 0.388
C -1.1159 -1.1892 -0.5463 -2.109 -0.106 -3.412
C -1.3370 -0.3750 1.7216 0.391 -0.650 -0.884
C -0.6506 -0.8956 0.6230 1.852 1.323 3.914
C 1.5756 0.7842 -1.4232 1.613 0.928 -1.748
C 2.1531 0.7152 -0.0253 -3.111 0.089 -0.175
C 2.0075 -0.6227 0.6456 -1.308 -0.622 0.570
N 1.8126 -1.8480 -0.0882 0.873 0.844 2.027
O 1.6236 -1.8407 -1.2831 -0.096 -0.529 -0.633
O 1.9162 -2.8405 0.6414 -0.048 -0.900 -0.401
O 1.5346 1.7675 0.7337 2.727 -0.541 1.132
O 2.3484 -0.7621 1.9259 0.180 0.250 -0.635
H -4.1567 0.2355 0.0458 0.289 -0.895 -0.238
H -3.0211 -0.8587 -1.7789 0.961 -0.412 -0.139
H -3.2765 -0.0666 2.3956 -0.167 1.102 -0.547
H -0.5364 -1.6073 -1.3143 0.979 -0.656 -0.928
H -0.9586 -0.4001 2.7207 0.472 0.226 0.356
H 0.4662 0.7863 -1.4123 0.760 -1.088 -0.476
H 1.7838 1.8158 -1.6957 0.024 0.504 0.076
H 2.2596 0.2690 -2.2247 -2.166 0.238 1.517
H 3.1616 0.9624 -0.1029 1.946 0.399 0.272
H 0.6406 1.9414 0.5357 -1.660 -0.306 -0.737
H 2.4008 -1.7126 2.1878 -0.313 0.382 -0.747
```
Forces are in eV/Å.

Relative energy (zero: lowest compared OMol25 entry of this formula, charge and spin): 829.1 kJ/mol
Highest occupied orbital energy (spin up / spin down): -8.95 / -8.51 eV
Total charge: 0
Frontier orbital gap (spin up / spin down): 7.92 / 8.12 eV
Maximum force: 0.088 Eh/bohr

Partial atomic charges computed with the natural (NBO) method, in multiples of e: -0.217 -0.195 -0.218 -0.355 -0.300 0.140 -0.633 0.010 0.485 0.440 -0.394 -0.471 -0.707 -0.631 0.213 0.230 0.224 0.252 0.229 0.227 0.215 0.247 0.205 0.478 0.525

[4]
Entry from OMol25: a structure of composition C39H49GeN6O2S2TeW (ωB97M-V with the def2-TZVPD basis set).

XYZ file:
```
101
Properties=species:S:1:pos:R:3:forces:R:3
W 0.7371 -0.7556 -0.6244 0.555 -0.590 -0.015
C 2.4257 -2.2612 -2.1420 -0.092 -0.047 0.122
C 1.7380 -1.3990 -2.9952 -0.142 0.057 0.082
C 1.9148 -0.0687 -2.5133 -0.016 0.084 0.003
C 2.7873 -0.1302 -1.3843 0.070 0.068 -0.101
C 3.0630 -1.4997 -1.1344 -0.027 0.007 0.016
H 2.4221 -3.3385 -2.1935 0.006 0.007 0.004
H 1.1043 -1.6863 -3.8177 0.007 0.006 -0.006
H 1.5493 0.8313 -2.9825 0.037 0.013 -0.020
H 3.2145 0.7096 -0.8633 0.062 0.026 0.018
H 3.6613 -1.8948 -0.3299 0.015 -0.004 0.004
N 0.1106 -1.0696 3.1849 0.074 0.001 -0.028
C -1.1176 -0.4152 2.7651 -0.028 -0.015 -0.063
C -2.0272 -0.0275 3.9420 0.027 -0.035 0.027
C -3.4037 0.5694 3.6361 0.010 -0.037 -0.059
C -3.4212 1.8986 2.8829 0.032 0.073 0.033
N -2.8210 1.9066 1.5541 -0.008 -0.006 0.007
C -3.2185 1.2244 0.4808 0.121 0.088 -0.057
N -4.4487 0.6433 0.4542 0.005 -0.128 0.086
N -2.4335 1.1857 -0.5729 -0.096 0.097 -0.012
C -1.8259 -1.3147 1.7321 -0.125 0.170 0.050
O -2.8898 -1.8814 2.0365 0.000 0.025 0.025
O -1.3076 -1.3790 0.5733 0.088 -0.162 -0.200
H -0.0495 -1.9794 3.5986 -0.010 -0.003 -0.004
H 0.6504 -0.4943 3.8179 -0.035 -0.009 0.033
H -0.8008 0.4672 2.2003 -0.001 -0.020 0.029
H -1.4595 0.6627 4.5799 -0.006 0.032 -0.013
H -2.1928 -0.9327 4.5331 -0.010 0.008 0.002
H -3.9240 0.7548 4.5821 0.026 0.013 0.005
H -3.9788 -0.1953 3.1161 -0.030 -0.009 -0.078
H -2.8506 2.6368 3.4454 0.002 0.044 0.021
H -4.4425 2.2924 2.8260 -0.010 -0.060 -0.034
H -1.9472 2.4063 1.4437 0.053 -0.063 0.000
H -4.8959 0.5443 1.3501 -0.022 -0.020 0.068
H -4.4661 -0.2205 -0.0701 -0.024 0.020 -0.054
H -1.3775 1.1042 -0.3831 0.089 0.080 0.055
H -2.6890 0.5799 -1.3482 -0.051 -0.071 0.040
C 0.3701 0.9094 0.0089 -0.076 0.585 0.029
Ge 1.1074 2.6361 0.0072 -0.174 -0.070 0.160
C 1.3429 3.3539 -1.8060 0.068 0.050 0.024
C 2.6040 3.6249 -2.3341 -0.001 0.004 -0.009
C 2.7592 4.0216 -3.6571 -0.010 -0.003 0.005
C 1.6481 4.1558 -4.4764 0.008 0.008 0.003
C 0.3840 3.8866 -3.9680 -0.012 0.001 -0.011
C 0.2370 3.4873 -2.6473 -0.013 -0.023 -0.004
C 2.8058 2.7592 0.9952 -0.010 -0.051 0.045
C 3.5663 3.9270 1.0398 0.024 0.012 0.000
C 4.7120 4.0056 1.8207 -0.011 0.012 -0.011
C 5.1069 2.9146 2.5837 -0.002 -0.010 0.017
C 4.3548 1.7485 2.5581 0.010 -0.001 -0.002
C 3.2137 1.6727 1.7685 0.023 -0.036 -0.040
C -0.0232 3.9191 1.0262 0.087 0.079 0.006
C -0.0956 3.7432 2.4123 -0.001 0.015 0.024
C -0.8605 4.5829 3.2118 -0.021 -0.026 -0.010
C -1.5923 5.6137 2.6339 0.006 -0.013 -0.002
C -1.5341 5.8045 1.2610 0.006 0.007 -0.002
C -0.7467 4.9727 0.4710 -0.063 -0.028 -0.038
H 3.4850 3.5048 -1.7131 -0.003 0.001 0.001
H 3.7507 4.2132 -4.0498 -0.002 0.003 -0.004
H 1.7661 4.4580 -5.5099 0.000 -0.004 -0.002
H -0.4876 3.9721 -4.6057 0.001 0.004 -0.004
H -0.7542 3.2484 -2.2753 -0.021 -0.025 0.010
H 3.2633 4.7925 0.4584 -0.015 0.005 0.010
H 5.2944 4.9193 1.8366 0.003 0.000 0.006
H 5.9974 2.9753 3.1978 0.005 -0.003 -0.005
H 4.6570 0.8930 3.1505 0.006 0.002 0.000
H 2.6297 0.7562 1.7369 -0.019 -0.001 -0.003
H 0.4703 2.9396 2.8763 0.001 0.001 -0.003
H -0.8826 4.4354 4.2858 -0.009 -0.002 -0.002
H -2.1967 6.2671 3.2514 0.001 0.001 0.000
H -2.0959 6.6097 0.8023 -0.001 0.001 0.002
H -0.6999 5.1513 -0.5980 0.004 -0.006 0.004
C -3.3503 -4.8252 0.1509 0.005 0.009 0.006
C -3.8037 -3.8795 -0.9503 -0.002 -0.008 -0.032
N -2.8301 -2.8363 -1.2340 0.060 -0.004 -0.037
C -2.3123 -2.5149 -2.4147 0.002 0.078 0.023
S -1.5442 -1.0267 -2.6739 -0.338 -0.110 -0.349
N -2.4015 -3.4226 -3.4490 -0.034 -0.040 -0.017
C -1.8059 -4.7595 -3.2859 -0.050 -0.011 -0.011
C -0.3526 -4.7711 -3.7325 0.018 -0.022 0.024
H -4.1527 -5.5284 0.3863 0.008 -0.008 -0.006
H -3.1075 -4.2570 1.0489 0.000 0.020 0.013
H -2.4586 -5.3819 -0.1355 0.013 0.007 -0.009
H -4.7339 -3.3900 -0.6373 0.026 0.010 0.025
H -4.0304 -4.4082 -1.8746 0.031 -0.018 -0.019
H -2.4656 -2.2814 -0.4444 -0.002 0.007 0.016
H -2.0743 -2.9786 -4.2958 0.011 0.023 0.012
H -2.4009 -5.4805 -3.8535 0.013 0.000 0.004
H -1.8557 -5.0389 -2.2372 -0.010 0.020 0.071
H -0.2627 -4.4943 -4.7867 0.005 0.017 0.007
H 0.0831 -5.7628 -3.6019 -0.003 -0.010 0.000
H 0.2242 -4.0692 -3.1272 0.000 0.005 0.000
Te 0.4676 -3.6449 0.3454 -0.080 -0.092 0.134
C 2.2611 -4.7209 0.0463 -0.016 -0.004 -0.060
C 3.4859 -4.5668 0.6365 -0.026 0.016 0.020
C 4.4707 -5.4868 0.1766 0.002 -0.014 0.000
C 3.9893 -6.3453 -0.7643 0.039 0.016 0.016
S 2.3356 -6.0168 -1.0862 0.007 -0.023 0.005
H 3.6655 -3.8130 1.3911 0.009 0.008 -0.001
H 5.4918 -5.5092 0.5341 0.000 0.002 0.003
H 4.5217 -7.1383 -1.2653 -0.023 -0.006 -0.022
```
Forces are in eV/Å.

Relative energy (zero: lowest compared OMol25 entry of this formula, charge and spin): 11.4 kJ/mol
Highest occupied orbital energy (spin up / spin down): -2.34 / -3.50 eV
Total charge: -1
Multiplicity: 3
Frontier orbital gap (spin up / spin down): 4.75 / 5.91 eV
Maximum force: 0.016 Eh/bohr
⟨S²⟩: 2.0292

Löwdin population analysis, charges in e, atoms 1 to 99: 1.080 -0.218 -0.207 -0.252 -0.277 -0.215 0.061 0.070 0.091 0.079 0.087 0.061 -0.341 -0.151 -0.188 -0.163 0.114 -0.455 0.204 0.153 -0.644 -0.009 -0.362 0.070 0.067 0.089 0.109 0.113 0.111 0.083 0.105 0.116 0.107 0.089 0.113 0.002 0.004 -0.515 0.843 -0.275 -0.111 -0.095 -0.106 -0.095 -0.124 -0.283 -0.118 -0.103 -0.108 -0.091 -0.114 -0.273 -0.132 -0.114 -0.108 -0.096 -0.100 0.091 0.096 0.093 0.097 0.096 0.100 0.094 0.093 0.098 0.084 0.103 0.099 0.094 0.096 0.088 -0.097 -0.233 0.013 -0.814 0.667 -0.026 -0.246 -0.086 0.070 0.057 0.039 0.109 0.103 0.066 0.085 0.107 0.083 0.075 0.064 0.044 0.833 -1.047 -0.280 -0.222 -0.457 0.869 0.091